Computed, not measured: a 12-piece molecular cluster, C73H172N12O12 overall at a distorted geometry, with the ωB97M-V functional and the def2-TZVPD basis.

Positions of all 269 atoms, in Å:
C: -6.00215 1.66603 -4.96238
C: -5.19636 1.62155 -6.27995
C: -5.98024 0.93659 -7.34996
C: -4.95882 3.08540 -6.83451
C: -3.87735 3.88674 -6.11932
C: -2.57064 3.12620 -6.13032
C: -2.68158 1.72795 -5.58273
C: -1.39920 0.98085 -6.13784
C: -2.69846 1.79462 -4.02656
N: -3.85161 0.95206 -6.11330
O: -3.85802 -0.47110 -5.79939
H: -5.45761 2.06555 -4.10684
H: -6.84259 2.32460 -5.18157
H: -6.19496 0.62325 -4.71033
H: -5.96539 -0.14341 -7.20341
H: -7.03108 1.22153 -7.29857
H: -5.53492 1.13508 -8.32484
H: -4.63416 2.99368 -7.87099
H: -5.89726 3.63952 -6.81536
H: -3.69221 4.84531 -6.60405
H: -4.12935 4.19308 -5.10406
H: -1.79622 3.72179 -5.64696
H: -2.23068 3.10293 -7.16569
H: -1.50843 1.05456 -7.21985
H: -1.36476 -0.06969 -5.84927
H: -0.43435 1.41289 -5.87229
H: -3.55101 2.38419 -3.68943
H: -1.74754 2.25767 -3.76306
H: -2.70491 0.80932 -3.56045
H: -3.83940 -0.84779 -6.68220
C: 6.78404 -4.48037 -0.43381
C: 5.89196 -4.13987 0.78656
C: 4.67811 -3.24655 0.33904
C: 5.15873 -5.47328 1.17018
C: 5.91061 -6.45093 2.11041
C: 6.30512 -5.61807 3.32627
C: 7.19891 -4.40597 2.93997
C: 7.43240 -3.66955 4.26985
C: 8.57393 -4.92219 2.60440
N: 6.60169 -3.50090 1.93539
O: 7.43221 -2.41325 1.68156
H: 7.51441 -5.28479 -0.34672
H: 6.15558 -4.70117 -1.29658
H: 7.33643 -3.59361 -0.74464
H: 5.17790 -2.32284 0.04738
H: 4.18465 -3.67616 -0.53276
H: 4.00762 -3.00461 1.16366
H: 4.17581 -5.34916 1.62469
H: 5.01672 -6.02337 0.23995
H: 5.20693 -7.20206 2.46921
H: 6.72679 -6.98917 1.62850
H: 6.81507 -6.25371 4.05016
H: 5.37076 -5.24586 3.74641
H: 6.52835 -3.14134 4.57281
H: 8.22599 -2.92942 4.16734
H: 7.63595 -4.25879 5.16398
H: 9.06620 -5.47167 3.40681
H: 9.31637 -4.17805 2.31605
H: 8.43706 -5.63084 1.78759
H: 7.03156 -1.69076 2.17054
C: 1.48287 -6.23640 5.42055
C: 0.27481 -5.30618 5.35347
C: -0.75284 -5.88974 4.36203
C: -0.54479 -5.10000 6.69731
C: 0.23099 -4.27158 7.71906
C: 0.48653 -2.86460 7.11962
C: 1.28464 -2.93182 5.75792
C: 1.29567 -1.52485 5.19769
C: 2.77371 -3.17822 6.19455
N: 0.65447 -3.92495 4.84600
O: 1.05342 -3.87648 3.49125
H: 2.00783 -5.96285 6.33581
H: 1.19095 -7.28311 5.50585
H: 2.13479 -6.06191 4.56460
H: -1.11423 -6.84767 4.73602
H: -1.60545 -5.22092 4.24434
H: -0.36916 -6.09135 3.36191
H: -1.58847 -4.81690 6.56066
H: -0.68150 -6.06131 7.19258
H: -0.34410 -4.14797 8.63671
H: 1.12966 -4.77020 8.08221
H: 0.97750 -2.11941 7.74551
H: -0.44653 -2.31350 7.00230
H: 1.81541 -0.78917 5.81147
H: 0.30774 -1.17866 4.89394
H: 1.81659 -1.51793 4.24025
H: 3.02888 -4.08007 6.75102
H: 3.16302 -2.42205 6.87627
H: 3.50611 -3.13513 5.38842
H: 0.21509 -3.64757 3.08333
C: -4.34293 1.87875 3.57419
C: -4.08340 0.66235 2.66971
C: -3.45269 1.16718 1.36148
C: -3.08034 -0.30882 3.33994
C: -3.58769 -1.00923 4.53677
C: -4.84079 -1.74545 4.12290
C: -5.96341 -0.91802 3.51810
C: -6.98685 -1.90453 2.88116
C: -6.70152 -0.13977 4.61806
N: -5.34308 -0.08837 2.47309
O: -6.28389 0.72657 1.91901
H: -3.55484 2.62317 3.46081
H: -5.30365 2.37705 3.44452
H: -4.26572 1.62973 4.63255
H: -3.96390 1.97592 0.83927
H: -2.43466 1.54361 1.46159
H: -3.21162 0.34633 0.68606
H: -2.84392 -1.11107 2.64094
H: -2.17641 0.25888 3.56067
H: -2.92642 -1.81823 4.84717
H: -3.80992 -0.30542 5.33887
H: -5.14008 -2.16018 5.08546
H: -4.56681 -2.49530 3.38076
H: -7.15571 -2.80824 3.46673
H: -6.60911 -2.36216 1.96683
H: -7.91016 -1.38175 2.63158
H: -7.49128 -0.64125 5.17743
H: -7.27570 0.66846 4.16509
H: -6.10580 0.39317 5.35913
H: -6.45318 0.32617 1.06308
C: -0.47115 7.57443 -1.77910
C: -1.32607 6.35833 -1.40088
C: -1.46316 5.36371 -2.59957
C: -0.44400 5.67902 -0.29191
C: -1.14935 4.54543 0.48164
C: -2.42538 5.11256 1.08319
C: -3.36422 5.86462 0.12655
C: -4.11774 4.79000 -0.69797
C: -4.34981 6.58027 1.07477
N: -2.61710 6.78762 -0.78479
O: -3.40590 7.58935 -1.52389
H: -0.24313 8.25718 -0.96059
H: 0.48832 7.26704 -2.19505
H: -0.88004 8.25609 -2.52492
H: -0.51273 5.27361 -3.12555
H: -1.75964 4.32281 -2.47028
H: -2.11827 5.73553 -3.38741
H: 0.49530 5.38005 -0.75713
H: -0.07662 6.47571 0.35495
H: -1.32618 3.68694 -0.16630
H: -0.50757 4.02896 1.19542
H: -2.07250 5.70455 1.92766
H: -2.85739 4.19747 1.48824
H: -4.91533 4.35418 -0.09631
H: -3.46260 4.04347 -1.14696
H: -4.63851 5.22858 -1.54918
H: -3.86468 7.26466 1.77072
H: -4.84640 5.79081 1.63890
H: -5.12224 7.13065 0.53763
H: -3.50054 8.43422 -1.07798
C: 2.62065 -3.38289 -4.42432
O: 3.72492 -2.57046 -4.86444
C: 3.73011 -1.19889 -4.32164
C: 5.06799 -0.46684 -4.20392
C: 6.01050 -0.98183 -3.07974
N: 4.79877 0.95542 -3.90559
H: 2.72043 -3.74506 -3.40110
H: 2.53917 -4.29303 -5.01854
H: 1.67106 -2.86452 -4.55728
H: 3.07847 -0.64607 -4.99828
H: 3.24227 -1.06954 -3.35553
H: 5.59464 -0.52706 -5.15634
H: 6.89953 -0.36350 -2.95571
H: 6.34464 -1.99389 -3.30818
H: 5.40759 -1.19811 -2.19780
H: 4.10228 1.15211 -4.61009
H: 4.41241 1.15890 -2.99487
C: -5.77104 -5.68798 -2.15711
O: -4.90896 -4.65579 -1.86176
C: -5.33257 -3.33927 -2.21868
C: -4.19973 -2.27309 -2.38788
C: -3.37253 -1.91414 -1.14886
N: -4.63548 -1.02785 -2.88300
H: -5.30894 -6.60415 -1.78943
H: -5.86467 -5.87860 -3.22622
H: -6.77055 -5.54845 -1.74527
H: -5.96341 -3.23190 -3.10107
H: -5.93177 -2.95763 -1.39199
H: -3.56459 -2.69389 -3.16740
H: -2.55206 -1.20212 -1.23812
H: -2.95119 -2.81245 -0.69761
H: -3.91755 -1.45956 -0.32157
H: -4.75645 -0.96346 -3.88366
H: -3.99781 -0.26868 -2.69025
C: 2.86413 3.63738 1.97435
O: 2.79650 3.81691 0.56934
C: 4.05552 3.77277 -0.06242
C: 4.68015 2.31170 -0.29608
C: 5.91065 2.41130 -1.08760
N: 3.78298 1.39044 -1.09230
H: 3.20028 2.64235 2.26590
H: 1.87337 3.83475 2.38366
H: 3.54025 4.37105 2.41333
H: 3.91300 4.21058 -1.05041
H: 4.82902 4.17149 0.59395
H: 4.65873 1.78843 0.65987
H: 6.58808 3.01895 -0.48765
H: 5.75560 2.80346 -2.09272
H: 6.41055 1.44444 -1.14585
H: 4.00953 0.42822 -0.88515
H: 2.93673 1.40578 -0.54117
C: -0.20092 5.99796 -7.87247
O: 0.33937 5.15944 -6.80037
C: 1.65900 5.48784 -6.42401
C: 1.89416 5.15576 -4.93894
C: 3.38138 5.24510 -4.51158
N: 1.43681 3.78567 -4.60290
H: -1.18231 5.62257 -8.16238
H: 0.30858 5.85709 -8.82571
H: -0.26648 7.03608 -7.54672
H: 2.24470 4.80550 -7.04003
H: 1.93813 6.50835 -6.68621
H: 1.20147 5.78124 -4.37586
H: 3.89356 4.43694 -5.03373
H: 3.42722 4.99814 -3.45091
H: 3.85345 6.21140 -4.68907
H: 0.47181 3.78796 -4.90104
H: 1.25584 3.62468 -3.62237
C: 0.10061 -2.91746 -1.36425
O: -0.24047 -4.17268 -0.95368
C: 0.75577 -4.95083 -0.21817
C: 0.54048 -6.46876 -0.35602
C: 1.41740 -7.24048 0.62103
N: 0.71266 -6.90695 -1.71435
H: -0.67176 -2.49776 -2.00876
H: 1.07380 -2.92600 -1.85509
H: 0.08394 -2.26019 -0.49487
H: 1.78102 -4.81979 -0.56428
H: 0.76276 -4.48275 0.76619
H: -0.48968 -6.67654 -0.06672
H: 1.34450 -8.31517 0.45418
H: 1.03331 -7.06710 1.62627
H: 2.48422 -7.03191 0.54043
H: 0.35796 -7.83075 -1.91655
H: 0.03629 -6.34021 -2.20572
C: 2.07664 2.44238 5.25414
O: 1.01340 2.23716 4.26663
C: -0.09253 3.11960 4.33735
C: -0.78683 3.14236 5.71862
C: -1.24968 1.72433 6.18530
N: -1.87564 4.04557 5.62574
H: 1.74499 2.22728 6.26993
H: 2.46397 3.45974 5.19879
H: 2.92045 1.84571 4.90762
H: 0.12370 4.07532 3.85991
H: -0.73511 2.61006 3.61932
H: -0.12469 3.52923 6.49322
H: -0.43182 1.00423 6.21098
H: -2.00961 1.37622 5.48571
H: -1.74585 1.70892 7.15569
H: -2.62881 3.61994 5.10452
H: -1.62236 4.88113 5.11801
C: 1.75168 -0.34159 1.33602
O: 1.56180 0.06944 -0.05182
C: 0.40957 0.90400 -0.24937
C: 0.31827 1.53220 -1.62516
C: 0.41212 0.51992 -2.75071
N: 1.31170 2.56127 -1.92894
H: 1.54723 0.47701 2.02608
H: 2.71411 -0.74554 1.65011
H: 1.04075 -1.11769 1.61947
H: -0.47624 0.33100 0.02469
H: 0.43543 1.73506 0.45545
H: -0.65459 1.99527 -1.79008
H: 1.17965 -0.20570 -2.48153
H: 0.64670 0.93137 -3.73244
H: -0.48882 -0.09208 -2.79395
H: 2.23014 2.14739 -2.00157
H: 1.38144 3.09943 -1.07711

Atoms 1-6, force components in eV/Å:
0.773 -0.098 -0.641
1.446 1.013 1.078
-0.233 -1.077 -0.190
0.658 -0.403 0.688
0.094 0.299 0.310
-0.643 0.632 -0.831

Properties
M = 1410.25 g mol⁻¹
DFT total energy = -4444.02101 Ha
total charge = 0
energy relative to the best compared isomer or geometry (same formula, charge and spin) = 414.0 kJ/mol
frontier orbital gap = 8.21 eV

***

Computed, not measured: C4H8O2 in the gas phase at a distorted geometry, with the ωB97M-V functional and the def2-TZVPD basis.

Positions of all 14 atoms, in Å:
O: 1.38957 1.58107 -0.51583
C: 0.65284 0.66686 0.25047
C: 0.42918 -0.67938 -0.64929
C: -0.63500 -1.26857 0.23094
O: -1.46741 -0.19116 0.65401
C: -0.78447 1.04525 0.51598
H: 1.35470 0.79243 -1.11145
H: 1.19964 0.36414 1.15208
H: 0.03523 -0.49711 -1.67812
H: 1.30568 -1.34200 -0.76953
H: -1.26103 -2.01276 -0.25780
H: -0.13330 -1.72822 1.09328
H: -0.91086 1.64576 1.42260
H: -1.17475 1.62368 -0.33734

Atoms 1-6, force components in eV/Å:
0.000 -1.271 -0.937
-0.651 -1.687 0.102
-0.210 0.245 0.803
-0.137 -0.494 0.100
-0.386 -0.130 0.132
0.037 0.126 0.069

Properties
M = 88.11 g mol⁻¹
DFT total energy = -307.61889 Ha
total charge = 0
energy relative to the best compared isomer or geometry (same formula, charge and spin) = 245.6 kJ/mol
frontier orbital gap = 10.82 eV